{"formula": "C20H16CuN8S2", "method": "wB97M-V/def2-TZVPD", "s_squared": 0.754, "charge": 2, "gap_ev": [7.301, 6.497], "spin_multiplicity": 2, "symbols": ["Cu", "C", "C", "N", "N", "C", "N", "S", "C", "C", "C", "C", "C", "N", "H", "H", "H", "H", "H", "H", "H", "H", "H", "H", "S", "N", "C", "C", "C", "C", "C", "N", "C", "C", "N", "C", "C", "C", "C", "C", "N", "H", "H", "H", "H", "H", "H"], "xyz": [[8.36576, 5.91264, 10.91017], [9.84399, 4.80754, 14.92054], [9.49848, 5.48470, 13.64677], [8.31854, 5.58150, 13.08486], [7.17358, 5.09007, 13.63281], [6.11076, 4.72592, 12.83038], [5.01343, 4.50834, 13.55693], [6.28666, 4.64942, 11.13346], [10.56437, 6.14567, 12.87639], [11.86312, 6.40154, 13.37479], [12.82847, 6.78127, 12.46502], [12.57905, 7.00400, 11.11496], [11.23635, 6.86271, 10.73153], [10.29734, 6.30995, 11.55285], [8.86555, 4.43586, 15.30811], [10.19952, 5.57455, 15.63500], [10.51439, 3.90624, 14.86951], [6.92842, 5.37076, 14.59161], [4.98574, 4.66116, 14.60224], [4.15233, 4.25638, 13.08242], [12.11120, 6.30709, 14.46213], [13.79704, 7.02614, 12.91912], [13.35402, 7.30039, 10.36679], [10.90086, 7.14682, 9.73247], [5.42864, 9.68043, 5.26017], [6.43727, 8.31256, 5.18095], [6.79071, 8.13487, 6.42787], [7.62766, 7.11115, 6.90944], [8.27174, 6.18215, 6.03023], [9.03264, 5.20888, 6.62625], [9.13620, 5.15069, 8.01846], [8.48369, 5.98120, 8.81526], [7.76008, 6.99198, 8.30659], [7.15429, 7.93786, 9.24151], [7.40528, 7.76389, 10.55618], [6.77097, 8.50053, 11.44052], [5.88603, 9.53847, 11.10372], [5.60788, 9.74439, 9.73421], [6.23141, 8.91736, 8.81750], [6.16432, 9.05786, 7.40000], [5.38231, 9.97192, 6.83531], [8.19447, 6.31562, 4.97090], [9.59718, 4.51384, 6.02204], [9.76693, 4.44545, 8.51797], [7.02850, 8.39127, 12.48356], [5.42625, 10.11906, 11.88251], [4.92938, 10.52154, 9.32528]], "atomic_forces_ev_per_a": [[-0.05, -0.15, 0.76], [-1.58, -0.42, 1.04], [-1.12, 0.08, -0.62], [1.61, 0.19, -0.73], [-0.57, -0.31, 0.73], [0.91, 0.80, 0.60], [-0.36, 0.03, 0.52], [-0.13, -0.12, 0.63], [1.42, -0.59, -1.19], [-1.46, -0.35, 0.47], [1.36, 0.82, 0.54], [-0.74, 0.14, -0.27], [0.02, -0.85, 0.44], [0.69, 1.28, -0.37], [0.89, 0.07, 0.13], [0.12, -0.60, -0.21], [-0.36, 1.20, -0.31], [0.56, -0.21, -0.57], [-0.02, -0.42, -1.93], [0.20, 0.03, 0.25], [-0.32, 0.05, -1.25], [-0.14, -0.33, -0.60], [-0.80, -0.16, 0.97], [0.07, -0.33, 0.24], [0.47, -1.00, -1.15], [-1.14, 2.33, 0.44], [-1.46, 1.72, 1.37], [0.85, -1.55, 0.05], [-0.33, 0.83, 1.91], [0.43, -0.14, -0.20], [-0.38, 0.23, -0.26], [0.33, 0.07, 1.26], [0.19, -0.03, -0.99], [-1.02, 0.14, 0.80], [0.09, -0.54, -0.55], [-0.30, 1.47, 0.13], [-0.15, -0.48, -1.65], [-0.38, 0.49, 1.19], [2.01, -0.81, -0.13], [-0.71, -0.16, -1.57], [0.78, -0.99, -0.45], [-0.13, -0.08, -0.38], [0.00, -0.11, 0.06], [0.17, -0.52, 0.02], [0.06, -0.36, 0.12], [-0.08, 0.18, 0.06], [0.50, -0.52, 0.65]], "nbo_charge": [1.366, -0.706, 0.323, -0.329, -0.445, 0.328, -0.746, -0.190, 0.140, -0.198, -0.131, -0.207, 0.073, -0.547, 0.235, 0.267, 0.292, 0.402, 0.426, 0.446, 0.258, 0.255, 0.271, 0.223, 0.949, -0.533, 0.159, -0.102, -0.072, -0.231, 0.075, -0.553, 0.236, 0.157, -0.563, 0.060, -0.213, -0.092, -0.075, 0.086, -0.554, 0.263, 0.256, 0.220, 0.203, 0.250, 0.269]}

{"formula": "C20H16N6O", "method": "wB97M-V/def2-TZVPD", "gap_ev": 8.378, "smiles": "COc1nc2cccnc2n1-c1ccc(Nc2nc3ccccc3[nH]2)cc1", "symbols": ["N", "N", "N", "O", "C", "C", "C", "C", "C", "C", "C", "C", "C", "C", "C", "C", "C", "C", "C", "C", "C", "C", "C", "N", "N", "N", "C", "H", "H", "H", "H", "H", "H", "H", "H", "H", "H", "H", "H", "H", "H", "H", "H"], "xyz": [[3.46617, 0.77585, -0.42465], [-5.07259, 0.49788, 1.52714], [-3.61219, -2.58408, 0.80140], [-3.65920, 2.12570, 0.73688], [3.10983, 0.26432, -1.56848], [-3.94698, 0.84360, 0.96270], [-4.42548, -3.50042, 1.25566], [-3.97838, -1.30971, 0.81765], [-5.47464, -3.08560, 2.04874], [7.20127, 1.34740, 0.04563], [7.59977, 0.58369, -1.09609], [-5.83648, -1.76766, 2.18193], [5.86354, 1.54908, 0.29760], [-0.29578, -1.19928, -1.53666], [0.22172, 0.90540, -0.47785], [6.71379, 0.19899, -2.04360], [-1.56780, -1.10190, -1.00724], [-0.96412, 0.89478, 0.17933], [-5.08457, -0.85820, 1.46987], [4.88518, 0.99403, -0.54776], [0.56571, -0.17018, -1.31645], [5.35458, 0.39211, -1.71604], [-1.93240, -0.16439, -0.06100], [1.82598, -0.15392, -1.95963], [4.19060, -0.07801, -2.31463], [-3.19400, -0.21177, 0.58004], [-4.35546, 3.04706, 1.58512], [-4.03502, -4.45836, 1.18895], [-5.96502, -3.92234, 2.64997], [8.01135, 1.69255, 0.77005], [8.69845, 0.30589, -1.22387], [-6.47104, -1.26540, 2.90008], [5.53636, 1.84389, 1.24089], [-0.03607, -2.05232, -2.04026], [0.66317, 1.84233, -0.53863], [7.03514, -0.36302, -2.90987], [-2.31814, -1.89891, -1.19806], [-1.25683, 1.65774, 0.89072], [1.83291, -0.65743, -2.83880], [4.23395, -0.85767, -2.86692], [-3.88431, 3.12072, 2.62518], [-4.24318, 4.01899, 1.11088], [-5.39980, 2.75858, 1.82007]], "atomic_forces_ev_per_a": [[0.78, 1.90, -0.12], [-0.19, 0.88, 0.18], [1.65, 0.95, -2.26], [0.67, -0.37, 0.16], [-0.64, -1.13, 1.99], [-1.99, 0.81, 0.80], [0.13, 2.50, 0.81], [0.84, -2.60, 0.68], [-2.30, -2.62, 1.72], [1.42, -0.46, -0.03], [2.49, 1.00, 1.04], [0.23, 0.72, 0.13], [-0.59, -1.16, -0.34], [-0.98, 1.66, 1.12], [-1.10, -1.10, -0.88], [-1.61, -0.67, -0.06], [-1.98, -1.49, 0.80], [-2.78, -1.67, 0.81], [-0.65, 0.13, 0.35], [-0.01, -0.61, -0.28], [1.78, 1.40, 0.63], [-0.60, -0.06, 0.11], [2.20, 1.36, -0.55], [1.12, -0.21, -0.94], [0.63, 1.56, -0.71], [1.56, 0.97, -1.41], [0.06, 0.40, 1.88], [0.08, -1.94, -0.01], [0.35, 1.45, -0.82], [-1.40, -0.51, -1.02], [-1.60, 0.63, 0.15], [-0.61, -0.85, 0.14], [-0.34, 1.12, 1.44], [0.69, -1.81, -1.48], [1.75, 1.15, 0.26], [-0.14, 0.01, -0.08], [0.80, 0.54, -0.01], [0.23, 0.22, -0.27], [0.03, 0.14, 0.24], [-0.22, -2.00, -1.90], [-0.16, -0.31, -1.42], [-0.25, -0.12, -0.06], [0.60, 0.17, -0.83]], "nbo_charge": [-0.506, -0.539, -0.424, -0.485, 0.555, 0.688, 0.013, 0.285, -0.253, -0.229, -0.209, -0.192, -0.214, -0.279, -0.237, -0.276, -0.131, -0.167, 0.089, 0.091, 0.181, 0.157, 0.097, -0.598, -0.577, -0.380, -0.267, 0.197, 0.217, 0.221, 0.215, 0.233, 0.217, 0.215, 0.233, 0.218, 0.229, 0.223, 0.389, 0.396, 0.180, 0.199, 0.226]}

{"formula": "C20H17BN4O3S", "method": "wB97M-V/def2-TZVPD", "gap_ev": 7.820, "smiles": "Nc1ncc(B(O)O)cc1-c1cc2cc(NC(=O)Nc3ccccc3)ccc2s1", "symbols": ["O", "N", "O", "O", "S", "B", "C", "C", "C", "C", "C", "C", "C", "C", "C", "C", "C", "C", "C", "C", "C", "C", "C", "C", "C", "C", "N", "N", "N", "H", "H", "H", "H", "H", "H", "H", "H", "H", "H", "H", "H", "H", "H", "H", "H", "H"], "xyz": [[1.38291, -3.94349, -1.28096], [-1.53335, 4.78502, 5.07377], [-1.36359, 6.74979, 0.60384], [-1.37404, 8.24216, 2.59464], [-0.61187, 0.64655, 3.48645], [-1.36845, 6.97687, 1.98851], [0.95127, -3.13886, -2.09025], [-0.97222, 2.07324, 2.55069], [-0.94991, 1.75922, 1.21910], [-1.51119, 5.80199, 4.26022], [-1.40728, 3.54546, 4.52606], [2.27462, -6.81213, -5.40751], [2.33031, -6.71930, -4.03020], [1.75975, -5.75969, -6.14786], [0.20930, -1.62679, 1.97616], [-1.22122, 4.49594, 2.32091], [1.92013, -5.57232, -3.38683], [1.35740, -4.60489, -5.51701], [0.41087, -2.16007, 0.72437], [-0.28316, -0.06200, -0.35856], [-0.26925, -0.33615, 2.06789], [-1.32068, 5.72279, 2.90705], [-1.18596, 3.35267, 3.13569], [-0.54246, 0.42433, 0.92173], [1.46879, -4.49121, -4.11773], [0.17349, -1.38847, -0.45453], [-1.59048, 2.47933, 5.36367], [0.95239, -3.35191, -3.49254], [0.43360, -1.89173, -1.74448], [-1.35716, 7.55586, 0.08524], [-1.40960, 8.36946, 3.55597], [-1.12038, 2.45399, 0.40123], [-1.58203, 6.75482, 4.75028], [2.73368, -7.67608, -5.86122], [2.71351, -7.53331, -3.47296], [1.72403, -5.82533, -7.24207], [0.45861, -2.12440, 2.90713], [-1.08757, 4.41738, 1.27332], [1.93718, -5.54712, -2.30751], [0.96716, -3.75116, -6.05960], [0.86084, -3.13352, 0.63915], [-0.42841, 0.56487, -1.19525], [-1.71952, 2.63509, 6.33584], [-1.58151, 1.49929, 5.07771], [0.55813, -2.60898, -4.09031], [0.21335, -1.24721, -2.48924]], "atomic_forces_ev_per_a": [[-0.53, 0.81, -0.44], [-0.16, -1.92, 0.41], [-0.01, 0.66, 1.51], [-0.12, -0.12, -1.26], [0.89, -0.99, -0.52], [0.21, 0.46, 0.69], [0.22, 0.16, -0.57], [0.03, -1.62, -1.36], [0.12, 0.41, 0.13], [0.58, 0.16, 0.55], [-0.43, 0.20, -0.03], [0.39, -0.18, 0.12], [-0.15, 0.56, -0.88], [0.27, -0.06, -0.78], [-0.07, 0.35, 0.38], [0.51, -1.49, 1.56], [0.20, -0.45, 0.74], [0.03, 0.51, 0.80], [0.26, 0.19, -0.57], [0.34, -2.07, 1.23], [-0.76, 1.12, 0.01], [-0.67, 1.30, -1.63], [-0.49, 1.37, 0.42], [0.23, 0.40, -0.01], [-0.77, -0.33, -0.61], [0.07, 0.31, 0.53], [0.17, -0.20, -0.24], [-0.29, 1.30, 1.03], [0.05, -0.43, -0.26], [-0.01, 0.23, -0.09], [0.07, -0.62, -0.72], [-0.07, 0.06, 0.32], [-0.15, 0.44, 0.20], [-0.29, -0.15, -0.36], [0.30, -0.65, 0.56], [-0.05, 0.04, 0.48], [0.02, -0.41, -0.32], [0.07, -0.09, -0.79], [0.06, 0.08, -0.29], [-0.01, -0.11, -0.19], [-0.15, -0.07, -0.14], [-0.13, 0.47, -0.93], [-0.05, 0.44, 0.50], [-0.20, 1.02, 0.18], [0.44, -0.89, 0.59], [0.03, -0.19, 0.06]], "nbo_charge": [-0.631, -0.471, -0.894, -0.914, 0.357, 1.125, 0.806, -0.151, -0.259, 0.111, 0.427, -0.243, -0.170, -0.196, -0.175, -0.051, -0.265, -0.253, -0.260, -0.265, -0.231, -0.507, -0.198, 0.029, 0.162, 0.177, -0.800, -0.620, -0.616, 0.496, 0.505, 0.215, 0.167, 0.212, 0.209, 0.216, 0.222, 0.221, 0.264, 0.202, 0.262, 0.206, 0.405, 0.396, 0.394, 0.390]}

Looking at E for the records above, in order, we have -99217.593, -31986.581, -44634.565 eV.
Looking at F_max for the records above, in order, we have 2.6, 3.9, 2.4 eV/Å.
Looking at ΔE to the lowest compared entry with this formula, charge and spin for the records above, in order, we have 0.0, 37.6, 0.0 kcal per mole.